(one)
Below is a 2-piece molecular cluster, C7H15NO overall, with properties calculated with wB97M-V/def2-TZVPD.

Last column: natural (NBO) charge in e.
Element x y z (Å)
C1 2.430 -0.668 -0.855  -0.680
C2 0.450 -1.931 1.175  -0.635
C3 1.869 0.002 0.360  0.329
C4 1.019 -0.550 1.238  -0.308
O1 2.274 1.313 0.509  -0.701
H1 1.508 1.820 0.841  0.494
H2 0.702 0.038 2.097  0.195
H3 1.659 -1.216 -1.404  0.217
H4 2.842 0.075 -1.548  0.234
H5 3.234 -1.355 -0.578  0.228
H6 -0.615 -1.897 1.428  0.205
H7 0.534 -2.381 0.183  0.208
H8 0.951 -2.580 1.898  0.216
C5 -2.234 1.485 0.678  -0.676
C6 -1.770 -0.141 -1.282  -0.691
C7 -1.424 1.117 -0.532  0.333
N1 -0.503 1.928 -0.943  -0.652
H9 -0.046 1.562 -1.787  0.329
H10 -1.647 2.132 1.337  0.234
H11 -2.519 0.586 1.229  0.213
H12 -3.133 2.017 0.357  0.234
H13 -2.561 0.078 -2.003  0.234
H14 -0.894 -0.526 -1.811  0.221
H15 -2.123 -0.907 -0.586  0.219

The SMILES is C/C=C(\C)O.CC(C)=N. The calculation puts the orbital gap at 9.2494 eV.

---

(two)
Below is C7H15NO as an isolated structure, with properties calculated with wB97M-V/def2-TZVPD.

Last column: natural (NBO) charge in e.
Element x y z (Å)
C1 2.846 0.388 0.475  -0.246
C2 0.773 -1.265 0.347  -0.037
C3 0.069 -1.516 -0.869  -0.246
O1 1.764 0.006 -0.344  -0.638
H1 1.380 -2.060 0.783  0.231
H2 3.415 1.181 -0.018  0.182
H3 3.531 -0.459 0.615  0.152
H4 2.520 0.655 1.485  0.163
H5 0.223 -1.570 -1.954  0.204
H6 -0.407 -2.496 -0.824  0.199
C4 -1.353 0.731 -1.906  -0.452
C5 -1.928 -0.502 1.073  -0.696
N1 -0.201 0.440 -1.037  -0.552
C6 -0.604 0.149 0.766  0.247
C7 -0.239 1.209 1.515  -0.608
H7 0.286 1.316 -0.857  0.413
H8 -1.042 1.098 -2.884  0.206
H9 -1.982 -0.139 -2.095  0.190
H10 -1.996 1.458 -1.408  0.201
H11 -2.771 0.148 0.803  0.222
H12 -2.009 -0.715 2.140  0.235
H13 -2.085 -1.452 0.565  0.216
H14 0.645 1.799 1.300  0.203
H15 -0.837 1.596 2.330  0.211

The calculation puts the orbital gap (spin up / spin down) at 7.1345 / 7.1203 eV.

---

Looking at the structures above, (one) is most stable, and the difference to the next one is 886.3 kJ/mol.